This record from the OMol25 dataset describes the molecule C5H11NO. The level of theory is ωB97M-V/def2-TZVPD.

The geometry in XYZ format:
```
18
Properties=species:S:1:pos:R:3
C 2.00797 1.42104 1.10005
C 1.74213 0.19340 0.21859
C 0.29805 -0.31993 0.43218
N -0.60999 0.32378 -0.51410
C -1.65640 -0.19196 -1.23028
C -2.30414 -1.42650 -0.63705
O -2.06672 0.34514 -2.23625
H 2.20552 1.13568 2.12962
H 2.73318 2.11902 0.68689
H 1.08280 1.98886 1.12263
H 1.74910 0.48604 -0.81202
H 2.45381 -0.62063 0.32706
H 0.28173 -1.38454 0.22844
H -0.05626 -0.15331 1.45019
H -0.35988 1.26028 -0.79294
H -2.48789 -2.18631 -1.39465
H -3.28384 -1.13343 -0.25470
H -1.72918 -1.85662 0.17634
```

Its total energy is -8901.1962 eV. As for the energy above the lowest of the compared OMol25 structures with the same formula, charge and spin: 11.6 kcal/mol. As for the SMILES: CCCNC(C)=O. The value obtained for the frontier orbital gap is 10.4 eV.

From a Mulliken analysis of the wavefunction, the atomic charges in e read: -1.1319 -0.6432 -0.5636 -0.1436 0.4590 -0.8494 -0.6325 0.3104 0.3525 0.3234 0.3368 0.3514 0.4708 0.2790 0.2540 0.2670 0.2395 0.3201